Computed, not measured: C4H10N2OS in the gas phase at a distorted geometry, with the ωB97M-V functional and the def2-TZVPD basis.

Last column: natural (NBO) charge in e.
Cartesian coordinates (Å):
C: 0.71306 1.65177 -0.24893  -0.610
C: 0.49218 0.27994 -0.86882  -0.067
C: 1.55240 -0.72977 -0.41004  -0.647
N: -0.84481 -0.17906 -0.73797  -0.161
O: -1.14563 -1.19737 -1.63462  -0.563
C: -1.42422 -0.52054 0.47313  0.240
N: -0.92775 -0.13303 1.59438  -0.636
S: -1.84608 -0.54699 2.97890  0.144
H: 0.75477 1.60858 0.83782  0.230
H: 1.68199 2.05948 -0.54745  0.210
H: -0.02852 2.38998 -0.59370  0.213
H: 0.51544 0.52242 -1.94670  0.205
H: 2.59135 -0.50050 -0.68772  0.221
H: 1.26454 -1.75969 -0.79841  0.220
H: 1.53277 -0.94217 0.67055  0.228
H: -1.65137 -0.77212 -2.34295  0.471
H: -2.34055 -1.15444 0.40332  0.174
H: -0.88958 -0.07647 3.85921  0.127

The total energy comes out at -20170.602 eV. The calculation puts the HOMO-LUMO gap at 0.326 Ha. As for the structure (SMILES): CC(C)N(O)/C=N/S.

=====

Computed, not measured: C4H10N2OS in the gas phase at a distorted geometry, with the ωB97M-V functional and the def2-TZVPD basis.

Last column: natural (NBO) charge in e.
Cartesian coordinates (Å):
N: -0.12947 -0.66192 2.29670  -0.875
C: 0.99784 0.03196 1.86201  0.776
O: 1.62168 0.82911 2.52364  -0.624
N: 1.55134 -0.42068 0.65254  -0.645
C: 0.86838 -1.00222 -0.51203  -0.220
C: -0.66957 -0.94728 -0.62661  -0.428
C: -1.16203 0.52104 -0.80400  -0.554
S: -1.45927 0.89586 -2.51296  -0.019
H: -0.47300 -0.32366 3.18982  0.398
H: 0.02900 -1.64724 2.32388  0.388
H: 2.27863 0.22143 0.39745  0.399
H: 1.40980 -0.58146 -1.36766  0.196
H: 1.12566 -2.06137 -0.59584  0.185
H: -0.92699 -1.66900 -1.39052  0.222
H: -1.03360 -1.26438 0.35414  0.226
H: -2.11090 0.55959 -0.26861  0.228
H: -0.46224 1.13571 -0.24577  0.226
H: -0.23887 1.34765 -2.84089  0.120

The total energy comes out at -20173.308 eV. The calculation puts the HOMO-LUMO gap at 0.358 Ha. As for the structure (SMILES): NC(=O)NCCCS.

=====

Computed, not measured: C4H10N2OS in the gas phase at a distorted geometry, with the ωB97M-V functional and the def2-TZVPD basis.

Last column: natural (NBO) charge in e.
Cartesian coordinates (Å):
H: -2.17844 -0.45569 2.47698  0.317
N: -1.71845 0.27398 1.88662  -0.699
C: -0.71218 -0.26734 1.29579  0.423
N: -0.36457 -1.57860 1.31167  -0.834
C: 0.08567 0.62806 0.31243  -0.097
O: 1.41824 0.16735 0.36011  -0.560
C: 2.31261 1.07296 -0.22374  -0.260
S: -0.60989 0.59666 -1.36153  0.175
C: -0.29328 -1.14976 -1.87116  -0.733
H: 0.63187 -1.78242 1.10819  0.410
H: -0.80783 -2.12726 2.03627  0.387
H: -0.02143 1.63362 0.72899  0.227
H: 3.27216 0.46952 -0.11808  0.195
H: 2.31730 2.04472 0.29947  0.179
H: 2.08518 1.14626 -1.28408  0.189
H: -0.49854 -1.25239 -2.94556  0.235
H: 0.73990 -1.33499 -1.62092  0.216
H: -0.90368 -1.79781 -1.24554  0.228

The total energy comes out at -20172.406 eV. The calculation puts the HOMO-LUMO gap at 0.348 Ha. As for the structure (SMILES): [H]/N=C(\N)[C@@H](OC)SC.

=====

Computed, not measured: an isolated ion of composition C4H10N2P and charge +1 at a distorted geometry, with the ωB97M-V functional and the def2-TZVPD basis.

Last column: natural (NBO) charge in e.
Cartesian coordinates (Å):
N: -2.76007 0.36843 0.07214  -1.178
P: -1.79228 -0.86038 -0.27911  0.986
N: -0.12802 -0.22502 0.42936  -0.626
C: 0.68112 1.09239 0.21702  -0.255
C: 1.94306 0.56587 -0.33184  -0.210
C: 2.05459 -0.74540 -0.36400  -0.160
C: 0.80546 -1.33785 0.21778  -0.269
H: -2.77493 1.08386 -0.65696  0.427
H: -3.42526 0.31674 0.85066  0.449
H: -1.53337 -0.72496 -1.67952  -0.026
H: -0.21605 -0.19944 1.48826  0.441
H: 0.74002 1.85982 1.10739  0.266
H: 0.02950 1.45447 -0.68347  0.225
H: 2.80016 1.10795 -0.65812  0.254
H: 2.76234 -1.30280 -0.75320  0.230
H: 0.14655 -2.05755 -0.30241  0.216
H: 1.09674 -1.84098 1.13428  0.231

The total energy comes out at -16570.800 eV. The calculation puts the HOMO-LUMO gap at 0.393 Ha. Its total charge is +1. As for the structure (SMILES): NP[NH+]1CC=CC1.

=====

Computed, not measured: C4H10N2S in the gas phase at a distorted geometry, with the ωB97M-V functional and the def2-TZVPD basis.

Last column: natural (NBO) charge in e.
Cartesian coordinates (Å):
C: -2.04572 -0.32786 -0.07345  -0.628
C: -1.28740 1.01755 -0.16071  -0.294
C: -1.97704 1.85785 -1.16268  -0.620
S: 0.52021 0.73810 -0.64153  0.192
C: 1.15555 -0.27624 0.66598  -0.159
N: 1.71155 -1.41282 0.42967  -0.229
N: 1.92722 -2.34323 1.42300  -0.620
H: -3.14919 -0.17658 -0.12253  0.207
H: -1.80000 -0.99398 -0.89617  0.224
H: -1.83793 -0.82794 0.89073  0.214
H: -1.31308 1.59292 0.77986  0.209
H: -1.44344 2.78377 -1.33628  0.219
H: -2.99781 2.06045 -0.77056  0.218
H: -2.12182 1.30097 -2.13187  0.211
H: 1.03068 0.03204 1.73488  0.154
H: 2.06733 -1.96208 2.35220  0.334
H: 2.69814 -2.95455 1.18069  0.368

The total energy comes out at -18124.104 eV. The calculation puts the HOMO-LUMO gap at 0.346 Ha. As for the structure (SMILES): CC(C)S/C=N/N.

=====

Computed, not measured: C4H10N2S in the gas phase at a distorted geometry, with the ωB97M-V functional and the def2-TZVPD basis.

Last column: natural (NBO) charge in e.
Cartesian coordinates (Å):
H: -1.71640 -0.25826 0.57575  0.330
N: -1.41005 0.45629 0.01445  -0.662
C: -0.18489 0.10542 -0.32512  0.390
C: 0.39129 -1.10400 0.37026  -0.584
S: -0.90450 -1.71585 1.62734  -0.051
N: 0.56278 0.76465 -1.33994  -0.441
C: 1.98202 0.95790 -0.86289  -0.419
C: 0.15455 2.13998 -1.45385  -0.488
H: 1.50300 -0.93937 0.67161  0.245
H: 0.37684 -2.01256 -0.33409  0.249
H: -0.45973 -0.98419 2.79161  0.157
H: 2.63904 1.27067 -1.71886  0.224
H: 2.27735 -0.13171 -0.43739  0.183
H: 2.08176 1.67514 0.04536  0.192
H: 0.22496 2.92183 -0.57463  0.213
H: 0.34795 2.45270 -2.59328  0.219
H: -0.92958 2.31697 -1.55549  0.244

The total energy comes out at -18122.406 eV. The calculation puts the HOMO-LUMO gap at 0.364 Ha. As for the structure (SMILES): [H]/N=C(\CS)N(C)C.

=====

Computed, not measured: C4H10N2S2 in the gas phase at a distorted geometry, with the ωB97M-V functional and the def2-TZVPD basis.

Last column: natural (NBO) charge in e.
Cartesian coordinates (Å):
C: -2.46476 -1.13133 -0.49540  -0.608
C: -1.43926 -1.13187 0.63353  -0.232
N: -0.10286 -1.12570 0.15330  -0.520
C: 0.57855 -0.07111 0.02099  0.332
N: 1.96308 -0.06121 -0.14413  -0.769
S: 2.78950 -1.56942 -0.02431  0.136
S: -0.14947 1.61111 -0.10809  0.166
C: 1.37035 2.60773 0.17906  -0.737
H: -2.35814 -2.01879 -1.09171  0.207
H: -3.43185 -1.27656 0.04946  0.211
H: -2.31778 -0.23021 -1.11134  0.209
H: -1.59178 -2.06298 1.18664  0.193
H: -1.64602 -0.27272 1.26471  0.185
H: 2.24195 0.43051 -0.98988  0.395
H: 1.70756 -2.37855 -0.21732  0.151
H: 1.99052 2.71940 -0.71612  0.212
H: 0.91541 3.61023 0.33395  0.229
H: 1.94502 2.35148 1.07668  0.241

The total energy comes out at -28959.825 eV. The calculation puts the HOMO-LUMO gap at 0.342 Ha. As for the structure (SMILES): CC/N=C(/NS)SC.

=====

Computed, not measured: an isolated ion of composition C4H10N3 and charge +1 at a distorted geometry, with the ωB97M-V functional and the def2-TZVPD basis.

Last column: natural (NBO) charge in e.
Cartesian coordinates (Å):
C: 2.24126 0.97047 -0.05182  0.140
C: 1.08994 -1.23388 0.25270  -0.072
C: -1.86053 1.06445 0.17551  -0.612
C: -1.26283 -0.23205 -0.31986  -0.235
N: 1.30137 1.75424 0.19345  -0.017
N: 2.22594 -0.41513 -0.12429  -0.552
N: -0.06890 -0.40466 0.39669  -0.429
H: 3.22198 1.37200 -0.28494  0.315
H: 1.07724 -2.08090 -0.41619  0.246
H: 1.44155 -1.67027 1.27110  0.221
H: -2.33758 0.77533 1.03485  0.214
H: -0.98272 1.67216 0.30466  0.229
H: -2.55369 1.70337 -0.48291  0.260
H: -1.08842 -0.28297 -1.37067  0.227
H: -2.05940 -1.03354 0.00630  0.233
H: 3.05014 -0.90550 -0.27549  0.422
H: -0.18584 -0.28522 1.37020  0.409

The total energy comes out at -8769.203 eV. The calculation puts the HOMO-LUMO gap (spin up / spin down) at 0.266 / 0.265 Ha. Its total charge is +1.

=====

Computed, not measured: an isolated ion of composition C4H10N3 and charge +1 at a distorted geometry, with the ωB97M-V functional and the def2-TZVPD basis.

Last column: natural (NBO) charge in e.
Cartesian coordinates (Å):
C: -0.14976 -1.29323 -1.14623  0.390
N: 0.14650 -0.06282 -1.65220  -0.530
C: 0.84884 0.93907 -0.86492  -0.278
C: 0.08592 1.37432 0.49338  -0.231
N: 0.18181 0.54410 1.62509  -0.605
C: -0.65435 -0.62411 1.34488  -0.065
N: -0.44440 -1.48621 0.15119  -0.521
H: -0.40917 -2.05863 -1.82235  0.231
H: 0.03983 0.08313 -2.62230  0.433
H: 1.07111 1.82324 -1.41776  0.245
H: 1.90000 0.59777 -0.60847  0.218
H: 0.30154 2.42080 0.65283  0.238
H: -1.00724 1.37491 0.13516  0.194
H: 1.04770 0.42673 2.12104  0.408
H: -1.62390 -0.25566 1.02241  0.211
H: -0.65159 -1.39931 2.22307  0.242
H: -0.68284 -2.40411 0.36518  0.420

The total energy comes out at -8773.055 eV. The calculation puts the HOMO-LUMO gap at 0.356 Ha. Its total charge is +1. As for the structure (SMILES): C1=[NH+]CCNCN1.

=====

Computed, not measured: an isolated ion of composition C4H10N3 and charge +1 at a distorted geometry, with the ωB97M-V functional and the def2-TZVPD basis.

Last column: natural (NBO) charge in e.
Cartesian coordinates (Å):
C: -0.56890 0.62913 1.17202  -0.248
C: -0.88829 0.80159 -0.41403  -0.253
C: 0.48343 -1.67794 0.41611  -0.017
C: 1.13891 0.57461 -1.65499  -0.509
N: -1.00881 -0.63193 1.66306  -0.221
N: -0.58969 -1.71610 1.10126  -0.148
N: 0.08499 -0.01147 -1.01983  -0.207
H: 0.44217 0.63841 1.23774  0.207
H: -0.96095 1.57349 1.61610  0.270
H: -1.93444 0.54923 -0.43858  0.243
H: -0.82386 1.79655 -0.64307  0.212
H: 1.33680 -1.12293 0.73766  0.226
H: 0.43957 -2.56721 -0.30557  0.268
H: 1.02866 0.62877 -2.74479  0.291
H: 1.43027 1.49029 -1.29188  0.207
H: 2.03312 -0.14142 -1.85008  0.247
H: -1.64298 -0.81308 2.41887  0.434

The total energy comes out at -8768.202 eV. The calculation puts the HOMO-LUMO gap (spin up / spin down) at 0.287 / 0.297 Ha. Its total charge is +1.

=====

Computed, not measured: an isolated ion of composition C4H10N3 and charge +1 at a distorted geometry, with the ωB97M-V functional and the def2-TZVPD basis.

Last column: natural (NBO) charge in e.
Cartesian coordinates (Å):
C: -2.40251 0.07754 -0.30696  -0.651
C: -1.16685 -0.31585 0.40388  -0.125
C: 0.00442 0.80279 0.35384  -0.434
C: 1.20818 -0.29975 0.46598  0.006
N: 2.36637 -0.00824 -0.40908  -0.712
N: 0.66930 -1.52118 -0.08641  -0.170
N: -0.54167 -1.49900 -0.17458  -0.015
H: -3.21762 0.06556 0.41069  0.248
H: -2.63019 -0.51219 -1.20734  0.258
H: -2.35932 1.12402 -0.84955  0.227
H: -1.17454 -0.46991 1.49979  0.237
H: -0.06324 1.17269 -0.71647  0.213
H: -0.20106 1.59381 1.01616  0.258
H: 1.50274 -0.48193 1.59928  0.263
H: 2.15422 -0.45545 -1.38666  0.476
H: 3.34518 -0.29587 -0.10726  0.466
H: 2.50658 1.02296 -0.50531  0.455

The total energy comes out at -8771.297 eV. The calculation puts the HOMO-LUMO gap at 0.365 Ha. Its total charge is +1. As for the structure (SMILES): C[C@@H]1C[C@H]([NH3+])N=N1.

=====

Computed, not measured: an isolated ion of composition C4H10N3 and charge +1 at a distorted geometry, with the ωB97M-V functional and the def2-TZVPD basis.

Last column: natural (NBO) charge in e.
Cartesian coordinates (Å):
C: 2.17573 -0.14914 0.24854  -0.674
C: 0.85616 0.18009 -0.39063  0.182
N: 0.11483 1.36323 0.08719  -0.584
C: -1.25072 1.17870 -0.29354  -0.067
N: -1.95614 -0.05379 0.19241  -0.549
C: -1.28313 -1.19242 0.23102  0.374
N: -0.07575 -1.28327 -0.22817  -0.597
H: 2.78050 -0.51336 -0.45778  0.242
H: 2.23059 -0.79144 1.15610  0.253
H: 2.57196 0.78055 0.47553  0.248
H: 0.69752 0.10294 -1.51902  0.217
H: 0.42951 1.46116 1.03105  0.393
H: -1.37753 1.23126 -1.32410  0.219
H: -1.80052 1.95541 0.00161  0.229
H: -2.75297 -0.08341 0.81700  0.434
H: -1.88180 -2.16592 0.54069  0.235
H: 0.52175 -2.02059 -0.56788  0.445

The total energy comes out at -8772.533 eV. The calculation puts the HOMO-LUMO gap at 0.413 Ha. Its total charge is +1. As for the structure (SMILES): C[C@@H]1NCNC=[NH+]1.

=====

Computed, not measured: an isolated ion of composition C4H10N3 and charge +1 at a distorted geometry, with the ωB97M-V functional and the def2-TZVPD basis.

Last column: natural (NBO) charge in e.
Cartesian coordinates (Å):
C: -0.33889 0.59780 1.54393  -0.168
C: 0.86619 0.26452 1.09801  -0.170
C: -1.53953 0.59871 0.57784  -0.282
C: 0.18437 0.30564 -1.17652  -0.061
N: 1.20611 -0.06425 -0.22283  -0.181
N: 1.67380 -1.35174 -0.60470  -0.663
N: -1.19727 -0.09794 -0.71331  -0.520
H: -0.33020 0.81846 2.60113  0.244
H: 1.79206 0.14799 1.79613  0.223
H: -2.24390 0.16868 1.15314  0.250
H: -1.75360 1.61549 0.16494  0.211
H: -0.01426 1.43074 -1.40761  0.222
H: 0.36315 -0.24150 -2.03135  0.239
H: 1.78722 -2.04181 0.11801  0.384
H: 2.62713 -1.17675 -0.96097  0.385
H: -1.12557 -1.09755 -0.53449  0.434
H: -1.95682 0.12351 -1.40133  0.451

The total energy comes out at -8767.221 eV. The calculation puts the HOMO-LUMO gap (spin up / spin down) at 0.209 / 0.294 Ha. As for the expectation value of S²: 2.008. Its total charge is +1. As for the spin multiplicity: 3.

=====

Computed, not measured: an isolated ion of composition C4H10N3 and charge +1 at a distorted geometry, with the ωB97M-V functional and the def2-TZVPD basis.

Last column: natural (NBO) charge in e.
Cartesian coordinates (Å):
C: -0.09625 1.08086 -0.92922  -0.250
C: 1.19716 0.20719 -1.11842  -0.267
C: -2.58003 0.43002 0.52146  -0.322
C: 0.43257 -0.31078 0.94781  -0.100
N: -0.39808 0.78350 0.58777  -0.288
N: -1.61849 0.73362 1.26335  -0.047
N: 0.82903 -1.02928 -0.28328  -0.573
H: -0.08468 2.20233 -1.07390  0.252
H: -0.85921 0.83151 -1.57386  0.229
H: 1.58614 0.01064 -2.12018  0.268
H: 2.04217 0.77989 -0.65181  0.216
H: 0.15734 -1.62518 -0.85006  0.403
H: -3.54343 0.61817 1.06148  0.257
H: 1.43317 0.11135 1.36255  0.237
H: -2.53909 0.07150 -0.54843  0.243
H: -0.16768 -0.81308 1.74834  0.270
H: -0.09567 1.62444 1.12885  0.471

The total energy comes out at -8765.402 eV. The calculation puts the HOMO-LUMO gap (spin up / spin down) at 0.286 / 0.226 Ha. As for the expectation value of S²: 2.005. Its total charge is +1. As for the spin multiplicity: 3.

=====

Quick rundown of relative energy (zero: lowest compared OMol25 entry of this formula, charge and spin), same order as above: 3.321, 0.614, 1.517, 1.060, 1.481, 3.179, 1.178, 5.397, 1.544, 6.397, 3.302, 2.066, 3.211, 5.031 eV